Entry 1:
C29H58O23 | ωB97M-V with the def2-TZVPD basis set

Calculated values
HOMO level ... -9.249 eV
Net charge ... 0
SMILES ... COC(=O)OC.COC(=O)OC.COC(=O)OC.COC(=O)OC.COC(=O)OC.COC(=O)OC.COC(=O)OC.C1CCOC1.C1CCOC1
Gap between HOMO and LUMO ... 9.62 eV
ΔE to the lowest compared entry with this formula, charge and spin ... 339.3 kcal per mole
E ... -2869.635607 Ha

Last column: Mulliken charge in e.
CARTESIAN COORDINATES (ANGSTROEM)
H: -1.00 5.31 -4.53  0.4391
C: -7.53 7.49 -10.95  -0.2388
C: -8.68 -0.22 -9.36  0.5311
C: -9.76 3.02 -12.16  0.6489
H: -0.60 5.51 -6.19  0.3024
H: -3.86 4.96 -8.97  -1.4231
H: -7.65 4.48 -11.62  -1.1571
O: -10.72 2.11 -12.03  -0.3628
O: -1.92 4.34 -8.85  -0.0003
C: -4.17 2.80 -6.39  -0.7250
H: -4.04 3.39 -7.30  0.3612
C: -0.42 9.99 -10.60  -0.6870
H: -11.73 2.42 -7.51  0.4428
H: -7.23 0.88 -7.27  0.2835
H: -5.65 8.19 -10.64  0.6713
H: -7.21 2.01 -8.59  -0.0607
H: -10.12 -2.85 -10.56  0.2721
C: -6.90 1.00 -8.30  0.4438
O: -4.50 7.80 -6.95  -0.5445
H: -11.53 0.42 -11.31  0.5544
H: -2.28 0.50 -7.95  0.2984
H: -6.94 3.16 -12.48  0.5930
H: -9.28 5.82 -12.82  0.7107
H: -2.48 0.26 -9.68  0.2592
H: -2.91 8.40 -8.20  0.2707
C: -8.21 5.93 -12.68  -0.7785
C: -1.90 0.80 -8.93  -0.8364
H: -3.45 1.98 -6.32  0.6395
H: -7.76 5.06 -13.16  0.6750
O: -3.70 8.73 -11.06  -0.4080
H: -7.00 5.35 -10.98  -1.4253
H: -6.17 4.59 -5.98  0.2767
C: -10.85 1.20 -10.95  -0.2827
C: -9.62 3.92 -8.37  0.8020
C: -1.45 5.49 -8.24  0.0121
O: -7.71 7.14 -13.23  -0.5651
O: -9.58 0.42 -8.84  -0.6916
H: -10.69 1.55 -8.56  0.3771
O: -9.43 5.13 -8.84  -0.4201
O: -7.40 -0.02 -9.17  -0.3249
H: -3.08 9.09 -6.56  0.3718
C: -1.42 5.63 -5.49  -0.8840
C: -1.51 3.15 -8.44  0.7550
H: -1.70 6.68 -5.45  0.3461
H: -0.44 10.56 -9.68  0.2708
H: -12.28 2.02 -9.18  0.2520
H: -7.36 9.05 -12.45  0.4493
H: -4.32 7.63 -9.57  -0.1584
H: -2.06 5.90 -7.43  -1.6787
H: -6.80 3.18 -10.76  -0.5069
H: -3.84 2.60 -8.88  0.5693
H: -8.21 6.13 -7.51  1.2716
C: -7.94 8.15 -12.25  -0.8240
H: -5.64 4.72 -11.46  0.7516
H: -4.71 2.49 -10.42  0.6455
C: -2.40 8.65 -10.75  0.7040
C: -6.78 5.16 -6.68  -0.7600
O: -2.01 2.17 -9.27  -0.3178
H: -6.76 4.76 -7.69  -0.2652
C: -5.47 5.03 -10.43  -0.8350
H: -6.49 7.62 -10.67  -0.8067
O: -3.56 4.94 -3.66  -0.6262
H: -6.58 2.50 -9.21  0.0521
H: -5.83 1.12 -8.46  0.0072
O: -6.16 6.44 -6.70  -0.4378
O: -10.87 3.55 -8.85  -0.2822
H: -2.38 7.53 -6.69  -0.2412
O: -8.96 3.27 -7.56  -0.5857
O: -0.85 2.94 -7.41  -0.6247
C: -7.48 3.41 -11.57  1.1097
O: -8.63 2.65 -11.50  -0.2954
H: -10.96 -1.21 -10.54  0.0816
O: -6.40 4.53 -9.43  0.3881
C: -10.21 -1.87 -10.09  -0.3656
H: -0.44 5.30 -7.89  0.6644
H: -7.78 5.05 -6.25  0.6333
H: -4.63 6.86 -11.16  0.7746
C: -4.57 3.10 -9.52  -1.4755
O: -4.33 3.52 -5.18  -0.4538
C: -8.24 5.83 -8.56  -0.3513
H: -10.52 -2.12 -9.08  0.3161
H: -8.18 7.86 -10.16  0.4082
H: -3.37 4.46 -10.69  1.1793
H: -1.42 6.29 -8.98  0.6045
C: -11.44 2.34 -8.56  -0.8198
H: 0.15 9.06 -10.63  0.2840
O: -4.08 5.60 -7.20  1.6341
C: -5.93 3.32 -8.88  -0.4533
H: -8.97 8.50 -12.33  0.3363
H: -5.76 3.49 -7.82  -0.0715
H: -5.12 2.27 -6.42  0.2379
H: -0.82 0.62 -8.88  0.3484
O: -9.80 4.00 -12.91  -0.6388
C: -3.12 8.17 -7.15  -0.2441
C: -3.40 4.43 -4.77  0.5827
H: -7.41 5.14 -8.72  0.5025
H: 0.10 10.65 -11.30  0.3003
O: -8.93 -1.27 -10.09  -0.3741
C: -4.11 4.45 -9.90  0.0169
C: -4.64 7.79 -10.60  0.1923
C: -7.84 6.01 -11.20  0.1804
O: -2.52 4.78 -5.80  0.0078
H: -9.95 0.67 -10.65  -0.2274
H: -5.43 6.12 -10.50  -1.1873
H: -11.36 1.57 -10.06  0.3923
O: -1.75 9.75 -11.16  -0.3947
H: -8.68 5.83 -10.53  1.0605
H: -8.17 6.62 -9.30  -0.0815
C: -4.85 6.54 -6.97  0.1618
O: -1.88 7.72 -10.00  -0.5094

=====

Entry 2:
C29H59O28V | ωB97M-V with the def2-TZVPD basis set

Calculated values
HOMO level (alpha / beta) ... -10.628 / -10.809 eV
Net charge ... +1
2S+1 ... 4
Gap between HOMO and LUMO (alpha / beta) ... 7.60 / 7.71 eV
ΔE to the lowest compared entry with this formula, charge and spin ... 0.9 kcal per mole
E ... -4190.898691 Ha

Last column: Mulliken charge in e.
CARTESIAN COORDINATES (ANGSTROEM)
C: 0.93 -4.07 0.13  -0.4342
C: 1.69 3.82 -2.22  -0.1785
H: 1.10 -8.51 3.34  0.2451
H: -0.17 8.45 0.04  0.2929
H: 1.60 -3.12 7.73  0.3520
O: 2.89 1.26 -5.87  -0.3019
O: -0.86 0.91 5.50  -0.3778
C: -3.79 -6.28 -0.37  -0.6675
H: -5.79 3.63 2.20  0.2660
H: -3.38 -0.35 2.74  0.3927
H: -0.07 -1.42 -4.61  0.2727
O: -2.48 2.77 0.91  -0.0166
H: -0.98 7.06 0.73  0.2376
C: -3.51 -3.43 -8.05  -0.6755
C: -2.33 -0.67 2.78  -0.2663
C: 1.36 -6.30 0.92  0.6467
V: -0.36 3.05 1.82  1.2533
H: 2.43 -7.35 3.15  0.2916
H: -0.56 0.55 -2.25  -0.0249
H: -1.67 -0.23 2.05  -0.1227
H: -3.47 -0.95 -1.72  0.2477
O: -3.84 -5.06 -1.10  -0.3592
H: 1.13 0.90 -1.94  -0.4731
C: 3.65 -0.40 -2.94  -0.7448
H: 1.67 -4.28 -0.65  0.4381
H: -3.89 -7.07 -1.11  0.2473
O: 0.28 4.64 -0.10  -0.1728
H: 0.81 3.44 -2.73  0.2488
O: -3.60 -2.97 -1.35  -0.3317
H: 0.44 -0.64 0.36  -0.5646
O: 0.21 1.39 0.51  0.6522
H: -2.49 -1.74 2.65  0.2306
C: 1.59 -1.98 5.36  0.7343
H: 0.66 1.44 6.76  0.2805
H: -2.38 3.48 -2.83  0.4271
C: -3.34 -1.66 -0.90  -0.2986
C: 1.67 -7.94 2.62  -0.7068
H: 0.48 -2.11 3.04  0.4852
C: -4.97 2.95 2.02  -0.6496
O: -2.72 -3.95 0.50  -0.5479
C: 2.86 3.65 2.18  0.7071
O: -0.93 1.57 3.33  -0.4788
H: 0.14 2.75 5.69  0.3000
O: -3.43 3.13 -1.11  -0.4228
C: -2.19 3.26 -1.78  -0.1477
H: -1.14 0.04 0.00  -0.4578
O: 4.42 1.77 -4.29  -0.5801
C: 0.30 0.27 -1.64  -0.2470
H: 3.07 -1.20 -2.48  0.2098
O: 2.10 -6.64 0.04  -0.5508
O: 1.30 -3.15 5.24  -0.5803
H: -1.62 2.33 -1.71  -0.0913
C: -3.31 -3.98 -0.55  0.7976
O: 3.08 -0.02 -4.16  -0.2441
O: 1.97 -1.41 6.48  -0.2836
C: -3.46 2.91 0.19  0.6782
H: 1.22 -0.72 2.36  -0.2728
C: 1.41 -1.54 3.04  -0.8102
C: 3.59 1.06 -4.77  0.8393
O: -4.69 2.98 0.60  -0.3655
C: 2.92 5.94 2.80  -0.4439
O: -2.59 -2.45 -7.65  -0.3200
H: -1.70 4.17 -1.41  -0.0028
H: 3.70 6.68 2.90  0.3525
H: -0.01 -3.93 -0.40  0.1790
C: 2.09 -2.15 7.67  -0.7462
C: 0.68 5.46 -0.88  0.6848
O: 0.84 -7.09 1.85  -0.2683
H: 2.34 2.59 -7.34  0.2492
H: -1.76 -1.68 -4.18  0.2448
O: 1.40 5.20 -1.94  -0.4025
H: -3.15 -4.45 -7.89  0.2989
H: 2.68 1.08 2.17  0.0014
H: 3.58 0.33 -2.13  0.3148
H: 2.23 -2.16 2.67  0.6229
H: -3.78 -3.35 -9.10  0.2530
H: -2.94 -6.38 0.31  0.3058
H: 1.18 -3.12 0.59  -0.0819
H: -1.22 -0.05 -4.69  0.2066
O: -2.00 -3.54 -5.76  -0.5500
O: 0.42 6.76 -0.87  -0.4150
O: 1.65 3.50 2.20  -0.3851
H: 1.90 3.22 -1.34  -0.1284
H: 4.63 -0.85 -3.03  0.3807
C: 3.27 1.51 1.36  0.0648
H: 3.14 -2.26 7.94  0.2894
C: -1.10 -1.12 -4.84  -0.4374
C: -1.21 0.82 4.23  0.5281
H: 0.56 -0.77 -1.88  0.4078
O: 1.62 -1.09 4.37  -0.2042
C: -2.00 -2.58 -6.48  0.7320
H: 2.47 6.21 1.84  -0.0250
O: -1.46 -1.38 -6.19  -0.3260
H: 4.05 2.31 -7.30  0.3010
O: 3.71 2.84 1.63  -0.3927
H: 2.17 -8.64 1.96  0.3277
H: -4.46 -3.37 -7.51  0.2951
H: 0.69 7.41 1.10  0.1622
O: 0.85 -5.08 1.11  -0.1623
H: 3.42 3.25 -6.01  0.2855
H: 1.58 -1.61 8.47  0.2610
H: -4.70 -6.32 0.24  0.2938
C: 0.31 1.67 5.76  -0.5326
H: -5.26 1.90 2.14  0.2975
H: 2.13 6.02 3.55  0.2987
C: -0.04 7.40 0.29  -0.5437
H: 2.59 3.80 -2.84  0.3063
H: -4.03 -1.40 -0.09  0.3965
C: -0.05 0.21 -0.14  0.6062
H: 1.11 1.43 5.06  0.1450
H: 4.06 0.84 1.06  0.4065
O: 3.52 4.66 2.71  -0.3730
C: 3.17 2.41 -6.66  -0.6683
H: -4.11 3.15 2.66  0.2548
H: -2.33 -1.58 -0.49  0.0049
H: 2.53 1.58 0.55  -0.2889
O: -1.90 -0.30 4.10  -0.3875

=====

Entry 3:
C29H60Cl3CsFK2N3O8S2 | ωB97M-V with the def2-TZVPD basis set

Calculated values
HOMO level ... -3.384 eV
Net charge ... -1
2S+1 ... 2
Gap between HOMO and LUMO ... 3.01 eV
E ... -5402.878926 Ha

Last column: Mulliken charge in e.
CARTESIAN COORDINATES (ANGSTROEM)
C: -1.77 3.51 3.16  -0.2092
H: -3.66 5.56 -0.96  0.4752
C: 2.74 0.30 2.80  -1.0679
H: -0.08 0.30 3.33  -0.4972
H: 7.30 -3.49 -11.94  0.3673
H: -4.71 4.39 3.83  0.1247
H: 1.94 0.93 2.17  0.1950
N: -3.54 1.69 2.33  0.3396
H: -0.15 -1.65 -0.06  -0.0320
H: 5.64 -3.11 -10.14  0.2397
K: 4.37 -1.79 -4.02  0.8807
H: 3.11 0.98 5.53  0.3333
C: 0.42 -0.74 3.49  -0.3777
H: -0.49 -1.64 -2.00  0.3125
C: 2.14 -2.47 6.82  -3.1952
C: 4.79 -0.44 -10.72  -0.7480
H: 3.25 -2.29 7.17  0.7867
O: -8.20 3.19 -1.53  -0.4210
H: -2.81 1.30 -1.84  0.2457
H: 3.58 -4.32 5.91  -0.1266
H: -2.59 -0.58 -2.18  0.2835
H: -4.43 -0.31 4.40  0.2410
H: 1.47 0.29 6.28  0.1350
C: -4.24 1.30 1.03  -0.1337
H: -3.10 2.63 4.93  0.0944
F: -3.17 6.84 2.42  -0.9007
O: -7.89 4.21 2.81  -0.6521
Cs: 3.90 -3.41 8.43  0.9110
S: -3.81 -0.16 -0.05  -0.1908
H: 3.42 -2.11 -10.73  0.3021
H: 5.60 -0.06 -11.35  0.3178
C: 2.02 -2.74 5.17  1.8975
H: -3.15 3.59 1.34  -0.2405
H: -3.83 -2.97 3.28  0.1041
C: 6.61 -2.64 -12.01  -1.1782
C: -3.18 -2.14 3.84  -0.1057
C: -2.65 3.65 4.53  -0.4235
H: 3.97 0.28 -10.82  0.3578
O: -7.92 4.77 0.73  -0.7309
H: -4.59 6.35 0.13  0.4457
H: -2.30 0.88 3.91  -0.1462
C: -0.09 -1.04 -1.08  -0.6476
H: 0.78 -1.08 -5.92  0.3608
C: -3.86 -0.71 3.43  -0.7804
C: 5.36 -2.92 -11.18  -0.3410
H: 0.02 -3.90 5.43  0.1330
H: 3.21 -0.49 2.05  0.2444
H: 0.56 -1.21 2.40  -0.1514
C: -0.97 -1.21 5.78  -0.3353
H: -7.64 3.58 -0.89  0.4386
C: -1.64 -2.37 3.35  -2.1428
H: -0.82 2.85 3.44  -0.1368
H: -1.32 4.54 2.77  0.3997
H: 3.80 -1.85 -8.46  0.3114
H: 6.12 -1.12 -9.14  0.2572
H: 3.51 1.08 3.21  0.2708
H: 1.37 -1.68 7.21  0.6897
H: 7.14 -1.75 -11.66  0.2824
O: -1.13 0.07 6.09  -0.6049
Cl: -0.72 -0.64 -4.16  -0.1012
H: -1.48 -1.95 2.24  0.3234
H: 6.35 -2.50 -13.06  0.2922
O: -4.54 5.59 -0.50  -0.3781
C: -0.98 0.34 -0.78  0.4788
C: -0.46 -1.83 4.35  3.2013
H: 1.04 -0.71 -1.18  0.0918
C: 4.16 -0.84 -8.29  -0.9740
O: -1.34 -2.19 6.85  -0.8482
H: -0.87 0.54 0.36  -0.5906
C: 1.93 -0.47 4.06  0.7548
C: -2.52 0.26 -1.34  -0.4757
C: 2.90 -4.15 4.96  -0.9323
O: 3.97 -1.40 4.83  -0.9429
H: -4.19 5.02 5.56  0.3211
H: 4.90 -3.84 -11.55  0.3491
N: 2.75 -1.71 4.35  0.5072
C: 0.67 -1.44 -4.89  -0.4065
C: 5.26 -0.45 -9.26  -0.4028
H: 3.61 -4.06 4.02  0.3575
H: -1.50 -3.55 3.23  1.0978
H: 4.02 -1.66 -12.31  0.3798
C: -3.82 4.83 4.45  -0.7325
C: -2.53 2.75 1.92  0.5653
K: -1.99 -4.83 2.75  1.0216
S: -5.58 2.27 0.50  -0.0447
H: -1.71 2.39 1.17  -0.1533
H: 1.46 1.64 4.86  0.2429
H: -3.37 -2.36 4.99  0.3330
H: -2.01 0.16 2.18  -0.9286
Cl: 2.35 1.02 -4.99  -0.7527
H: 3.31 -0.15 -8.36  0.3131
H: -3.35 5.81 3.99  0.2094
H: -4.74 4.73 -0.04  0.1669
H: 5.61 0.56 -9.01  0.3601
H: -4.73 -0.92 2.64  0.3243
H: 4.54 -0.79 -7.26  0.1904
C: -2.84 0.47 2.96  1.0531
O: -6.32 5.44 2.00  -0.5488
Cl: 2.15 -1.08 -4.00  -0.3163
H: 1.82 -3.51 7.31  0.4418
N: -7.38 4.81 1.85  1.0090
C: 0.51 -3.10 4.68  -2.1024
C: 1.98 0.66 5.30  -1.0823
C: 4.32 -1.80 -11.26  -0.6750
H: -0.46 1.25 -1.35  0.3786
H: 2.20 -5.08 4.82  0.2069
H: -1.91 4.02 5.39  0.3747
H: 0.51 -2.52 -4.90  0.3380
H: 0.63 -3.70 3.65  0.4442

=====

Entry 4:
C29H61BBrFN2O4P | ωB97M-V with the def2-TZVPD basis set

Calculated values
HOMO level ... -12.024 eV
Net charge ... +1
Gap between HOMO and LUMO ... 8.63 eV
E ... -4591.860715 Ha

Last column: Mulliken charge in e.
CARTESIAN COORDINATES (ANGSTROEM)
P: 0.37 1.14 -0.85  0.7258
H: -9.06 -1.13 -1.78  0.3365
H: 3.68 0.74 -0.77  0.1774
O: 0.88 0.07 -2.07  -0.4593
C: -3.37 2.61 -3.85  -0.8275
C: -4.82 -1.54 -0.56  -0.9189
H: 2.73 -1.80 2.00  -0.3991
C: -5.47 -0.01 1.58  -0.8391
H: 2.28 5.25 -0.61  0.2848
C: 6.20 -1.56 1.46  -0.1134
C: 3.41 0.31 -1.80  -0.8820
C: -5.97 0.36 -1.98  -0.4457
H: 1.17 -3.39 5.12  0.2395
C: 7.01 -0.45 0.78  -0.7062
H: -7.32 3.07 -1.61  0.2338
C: 9.96 -1.42 1.20  -1.2149
C: 2.46 -1.89 3.05  0.2931
H: -2.00 1.63 -0.14  0.3928
C: -5.68 -1.39 0.79  0.0662
H: -5.19 -2.45 -1.17  0.2796
H: -6.51 0.48 1.71  0.1710
H: 5.59 -1.11 2.25  0.1077
H: 4.29 -0.34 -2.14  0.3613
H: 2.84 -3.22 6.95  0.3834
H: 1.58 5.13 1.17  0.3306
H: 3.61 -3.68 3.29  0.3850
C: 7.97 -0.93 -0.32  -0.6571
H: 0.09 3.34 0.63  0.3247
C: 2.09 -0.64 -1.70  -0.1867
H: 4.71 -3.06 1.06  0.2838
H: 3.27 1.14 -2.58  0.3261
H: -6.78 -1.61 0.50  0.3924
H: -3.47 3.91 -5.66  0.3385
C: -8.41 2.68 -1.49  -1.0533
H: -1.63 2.37 -1.78  0.0607
C: -4.17 1.57 -2.96  0.3709
H: 0.07 4.27 -1.02  0.2095
H: -5.13 -0.29 2.65  0.4429
H: -7.70 1.35 0.15  -0.0621
H: 7.40 -1.35 -1.15  0.2367
H: 10.49 -0.53 0.84  0.2943
H: 4.16 -3.23 5.78  0.2862
H: 9.43 -1.15 2.12  0.2877
H: -3.74 -1.80 -0.25  0.3764
H: -1.97 -0.79 -1.13  0.1606
C: 1.95 4.57 0.25  -0.9858
C: -4.18 3.18 -5.11  0.1482
H: 8.52 -2.86 0.50  0.2284
H: 4.57 -1.63 0.04  -0.1594
C: -1.49 1.42 -1.14  -0.3750
C: 9.01 -1.95 0.14  -0.4428
C: 5.28 -2.31 0.51  -0.7570
H: 8.49 -0.05 -0.72  0.4313
H: 10.70 -2.18 1.46  0.3814
H: -1.58 -0.12 -2.83  0.4437
H: -4.73 0.65 1.02  0.1643
C: -2.13 0.09 -1.85  -0.4479
H: 0.79 -1.29 4.31  0.4428
F: -4.57 2.17 -6.06  -0.3446
C: 2.58 -3.36 3.47  -0.7142
H: 5.84 -2.82 -0.27  0.4246
H: -8.94 3.46 -0.83  0.3444
C: -0.01 -1.94 2.41  -1.0344
C: 2.22 -3.65 4.93  -0.5516
B: -7.56 0.11 -1.76  0.1975
H: -0.14 -2.99 2.69  0.4460
N: -4.83 -0.34 -1.45  0.4281
O: 1.30 2.56 -1.03  -0.3774
O: 0.53 0.51 0.55  -0.4211
C: -5.48 4.05 -4.72  -1.0452
H: 2.29 -4.73 5.09  0.4068
H: 1.96 -3.98 2.82  0.3748
C: 3.12 -2.95 5.93  -1.1796
H: 0.23 -1.89 1.35  -0.0056
C: 0.71 3.67 -0.28  -0.2170
H: 6.87 -2.27 1.96  0.3112
H: 9.60 -2.25 -0.74  0.4128
H: -3.11 3.52 -3.19  0.3576
H: 6.31 0.27 0.33  0.2460
H: 3.05 -1.86 5.84  0.2903
H: 7.56 0.10 1.54  0.3703
C: -3.70 0.40 -2.05  0.1212
H: -6.40 1.99 -3.26  0.3038
Br: -5.14 -2.96 1.94  -0.0995
N: -5.62 1.46 -2.84  0.2257
H: -0.97 -1.44 2.57  0.3306
H: 2.25 -1.48 -2.49  0.3498
H: 2.05 -1.17 -0.69  0.0201
H: 3.19 -1.29 3.60  0.3228
H: -5.54 5.07 -5.23  0.3504
O: -8.28 -0.97 -2.38  -0.6085
H: -2.36 2.21 -4.25  0.4102
C: 1.07 -1.27 3.25  -0.5228
H: 2.83 3.87 0.49  0.2549
C: -8.34 1.21 -0.80  -0.0697
H: 1.12 -0.21 2.97  0.2461
H: -6.39 3.41 -5.07  0.2493
H: -5.61 4.14 -3.57  0.2481
H: -9.38 0.85 -0.46  0.3991
H: -8.88 2.66 -2.54  0.2822